No. 1
Entry from OMol25: a 2-piece molecular cluster, C7H16N2O overall in a non-equilibrium geometry (ωB97M-V/def2-TZVPD).

The geometry in XYZ format:
```
26
Properties=species:S:1:pos:R:3:mulliken_charge:R:1
O 0.92563 -1.87123 -1.26832 -0.59
N 0.74959 -1.05825 0.86913 0.24
N 0.37177 0.11403 2.97945 -0.58
C -1.67921 0.13254 -1.43219 -1.31
C -0.50610 1.04999 -1.27445 1.34
C 1.08951 0.01524 1.76340 -0.28
C -0.28462 -2.00892 1.22605 -1.02
C -0.33654 1.83789 -0.17743 -1.46
C 1.21562 -1.04867 -0.41857 -0.17
C 0.32177 1.22745 -2.51222 -1.38
H 0.60381 -0.59108 3.66681 0.26
H -2.30789 0.44383 -2.27017 0.44
H -0.41060 -2.67935 0.37927 0.36
H 0.80355 1.01409 1.07334 0.20
H -0.62902 0.18424 2.85271 0.25
H 0.29173 2.71682 -0.24061 0.42
H -1.32792 -0.87331 -1.66751 0.26
H 0.73909 0.26498 -2.82022 0.30
H -2.29466 0.09764 -0.53442 0.28
H 1.12741 1.94233 -2.36041 0.35
H 2.03359 -0.31864 -0.54368 0.43
H -0.28971 1.59497 -3.33277 0.41
H -1.14544 1.92969 0.53707 0.35
H 2.16431 -0.02303 1.99044 0.29
H -1.24122 -1.51508 1.40664 0.30
H 0.01554 -2.57817 2.10864 0.32
```

Its HOMO-LUMO gap is 0.350 Ha. As for the calculated total energy: -461.01793 Eh. Its SMILES is CN(C=O)CN.C=C(C)C. As for the charge: 0.



No. 2
Entry from OMol25: a 2-piece molecular cluster, C7H16N2OS overall in a non-equilibrium geometry (ωB97M-V/def2-TZVPD).

The geometry in XYZ format:
```
27
Properties=species:S:1:pos:R:3:mulliken_charge:R:1
S 1.17266 2.33290 -2.64850 -0.05
O 2.29133 -0.00482 3.24167 -0.27
N 1.79821 2.73876 -1.15025 -0.60
N 3.11000 0.60754 2.30608 -0.36
C -0.18192 -1.16909 0.78567 -0.13
C 0.91617 -0.54517 1.35103 0.07
C 1.28178 -0.65518 2.65734 -0.20
C -0.66136 2.27202 -2.37471 -0.73
C -3.02464 -2.22949 -0.07423 -1.19
C -0.72987 -0.99535 -0.46392 -0.03
C -1.97057 -1.74985 -1.04120 -0.54
H 0.82679 -1.24542 3.45207 0.36
H -0.39876 -1.95810 1.53359 0.12
H -1.22844 2.88745 -3.04841 0.37
H -3.47365 -1.39782 0.40625 0.37
H 3.71387 0.01043 1.85684 0.20
H 2.76869 2.90157 -1.38052 0.27
H 3.49705 1.35031 2.73180 0.18
H -0.82027 2.59753 -1.39040 0.30
H -2.44486 -0.98605 -1.75186 0.18
H 1.46171 0.24964 0.77629 -0.14
H -1.18901 1.29324 -2.48039 0.14
H -2.75892 -2.73937 0.82226 0.32
H -0.12307 -0.38167 -1.21428 0.37
H -1.70949 -2.54702 -1.72881 0.35
H -3.90234 -2.64501 -0.66574 0.31
H 1.77890 2.00800 -0.50765 0.33
```

Its HOMO-LUMO gap is 0.308 Ha. As for the calculated total energy: -859.06606 Eh. Its SMILES is CC/C=C/C=C/ON.CSN. As for the charge: 0.